No. 1
This record from the Open Molecules 2025 dataset describes 2 unconnected molecules or ions with the total composition C3H10OS2 at a distorted geometry. The level of theory is the ωB97M-V functional and the def2-TZVPD basis.

ORCA input file:
```
! wB97M-V def2-TZVPD RIJCOSX def2/J DEFGRID3
* xyz 0 1
C 0.71 -3.62 2.91
C -0.10 -2.77 1.97
O -0.96 -3.65 1.24
H 0.16 -3.86 3.82
H 1.62 -3.10 3.20
H 0.99 -4.56 2.44
H -0.69 -1.94 2.36
H 0.55 -2.23 1.28
H -1.14 -3.30 0.38
C -1.25 0.88 -1.48
S -0.53 2.34 -0.72
S 1.34 2.42 -1.54
H -1.53 1.08 -2.52
H -0.42 0.17 -1.55
H -2.13 0.50 -0.99
H 1.01 3.05 -2.67
*
```

## Properties
SMILES = CCO.CSS
LUMO energy = 0.53 eV
energy above the lowest of the compared OMol25 structures with the same formula, charge and spin = 16.67 kcal per mole
HOMO energy = -9.200 eV
orbital gap = 9.73 eV

No. 2
This record from the Open Molecules 2025 dataset describes a molecular structure, C31H31AsCl3N7OSV at a distorted geometry. The level of theory is the ωB97M-V functional and the def2-TZVPD basis.

ORCA input file:
```
! wB97M-V def2-TZVPD RIJCOSX def2/J DEFGRID3
* xyz 2 4
V 0.19 0.10 -0.28
N -1.54 -3.79 -0.12
C -1.51 -2.71 -0.87
N -0.73 -1.81 -0.28
C -0.32 -2.46 0.86
N -0.78 -3.66 1.01
C 0.58 -1.77 1.83
C 1.03 -2.35 2.99
N 1.80 -1.68 3.85
C 2.12 -0.42 3.54
C 1.67 0.18 2.38
N 0.90 -0.50 1.52
H -2.05 -4.64 -0.28
H -2.04 -2.60 -1.81
H 0.77 -3.38 3.22
H 2.75 0.14 4.23
H 1.94 1.19 2.11
Cl 7.53 6.18 -0.84
C 5.93 6.18 -0.16
C 5.68 5.48 1.00
C 4.39 5.49 1.52
C 3.35 6.16 0.90
C 1.94 6.14 1.47
C 0.89 5.57 0.51
N 1.18 4.19 -0.02
C 2.26 3.79 -0.79
C 2.11 2.47 -0.99
N 0.90 2.04 -0.38
C 0.38 3.15 0.16
O 1.90 5.61 2.81
C 1.75 4.19 2.98
C 2.33 3.76 4.28
C 3.27 2.80 4.44
Cl 4.03 1.84 3.19
S 3.72 2.57 6.06
C 2.62 3.77 6.59
C 1.95 4.32 5.56
C 3.66 6.89 -0.24
Cl 2.44 7.86 -1.03
C 4.94 6.91 -0.78
H 6.48 4.96 1.50
H 4.22 4.98 2.45
H 1.62 7.18 1.57
H 0.78 6.22 -0.34
H -0.06 5.52 1.03
H 3.04 4.47 -1.09
H 2.76 1.80 -1.52
H -0.53 3.21 0.73
H 2.24 3.64 2.19
H 0.69 3.95 2.96
H 2.54 4.00 7.64
H 1.21 5.12 5.67
H 5.15 7.49 -1.67
C -0.20 0.48 -3.01
As -2.14 0.20 -2.87
C -2.46 1.01 -1.09
C -2.70 1.71 -3.98
C -2.05 3.06 -3.70
C -0.90 3.46 -4.37
C -0.30 4.69 -4.11
C -0.86 5.55 -3.18
C -2.02 5.17 -2.51
C -2.61 3.93 -2.77
H 0.12 0.30 -4.03
H 0.35 -0.24 -2.41
H 0.09 1.49 -2.72
H -3.53 1.01 -0.87
H -2.08 2.03 -1.03
H -2.06 0.39 -0.28
H -3.78 1.76 -3.85
H -2.52 1.37 -4.99
H -0.48 2.81 -5.14
H 0.59 4.98 -4.67
H -0.41 6.52 -3.00
H -2.50 5.86 -1.82
H -3.55 3.67 -2.28
*
```

## Properties
LUMO energy (alpha / beta) = -6.69 / -6.61 eV
energy above the lowest of the compared OMol25 structures with the same formula, charge and spin = 0.00 kcal per mole
HOMO energy (alpha / beta) = -13.358 / -13.358 eV
orbital gap (alpha / beta) = 6.67 / 6.75 eV

No. 3
This record from the Open Molecules 2025 dataset describes a single C4H9NO2 molecule. The level of theory is the ωB97M-V functional and the def2-TZVPD basis.

ORCA input file:
```
! wB97M-V def2-TZVPD RIJCOSX def2/J DEFGRID3
* xyz 0 1
C 0.64 -1.66 2.00
O 0.81 -0.65 1.04
C 0.18 -0.96 -0.18
C 0.36 0.25 -1.05
N -0.30 1.40 -0.45
C -1.13 2.13 -1.23
O -1.34 1.87 -2.40
H -0.43 -1.82 2.20
H 1.08 -2.61 1.66
H 1.14 -1.32 2.91
H -0.90 -1.14 -0.03
H 0.61 -1.86 -0.64
H -0.09 0.08 -2.03
H 1.42 0.47 -1.21
H -0.15 1.64 0.52
H -1.60 3.00 -0.73
*
```

## Properties
SMILES = COCCNC=O
LUMO energy = 0.89 eV
energy above the lowest of the compared OMol25 structures with the same formula, charge and spin = 31.15 kcal per mole
HOMO energy = -9.769 eV
orbital gap = 10.66 eV

No. 4
This record from the Open Molecules 2025 dataset describes a molecular structure, C19H44NO2P2SYb at a distorted geometry. The level of theory is the ωB97M-V functional and the def2-TZVPD basis.

ORCA input file:
```
! wB97M-V def2-TZVPD RIJCOSX def2/J DEFGRID3
* xyz 2 2
Yb -1.35 0.00 0.40
P 0.02 -2.44 -0.27
P 0.04 2.50 -0.05
N -0.26 0.13 -2.51
C 0.04 -2.37 -2.13
H 0.71 -3.18 -2.46
H -0.96 -2.61 -2.51
C 0.54 -1.10 -2.83
H 1.60 -0.92 -2.61
H 0.44 -1.28 -3.92
C 0.54 1.39 -2.72
H 0.46 1.67 -3.79
H 1.60 1.19 -2.50
C 0.04 2.59 -1.91
H -0.97 2.85 -2.25
H 0.70 3.44 -2.17
C 1.50 3.56 0.43
C 1.90 3.34 1.90
H 2.83 3.91 2.08
H 2.11 2.29 2.12
H 1.15 3.72 2.60
C -1.50 3.51 0.35
C -1.68 3.71 1.86
H -2.65 4.19 2.03
H -0.92 4.38 2.29
H -1.69 2.77 2.43
C -1.50 -3.50 0.03
C -1.67 -3.87 1.51
H -2.65 -4.35 1.64
H -1.67 -2.99 2.18
H -0.92 -4.58 1.87
C 1.49 -3.51 0.14
C 1.87 -3.43 1.63
H 2.81 -3.97 1.77
H 1.11 -3.90 2.27
H 2.03 -2.40 1.97
C 1.11 0.00 0.39
O 2.26 -0.01 0.55
C -1.68 4.83 -0.39
H -1.08 5.64 0.04
H -1.49 4.77 -1.47
H -2.73 5.14 -0.27
C -1.67 -4.75 -0.84
H -2.71 -5.10 -0.72
H -1.51 -4.57 -1.91
H -1.03 -5.58 -0.51
C 1.44 -4.97 -0.31
H 2.45 -5.39 -0.21
H 0.79 -5.58 0.34
H 1.15 -5.10 -1.36
C 1.41 5.06 0.13
H 0.76 5.59 0.84
H 2.42 5.48 0.25
H 1.10 5.28 -0.90
H 2.30 3.13 -0.20
H 2.30 -3.01 -0.44
H -2.31 2.83 0.00
H -2.32 -2.81 -0.24
H -0.93 0.17 -3.27
H -3.10 -0.11 1.23
C -0.55 -1.62 4.61
S -1.43 -0.18 3.99
C -0.44 1.15 4.69
O -0.95 -0.15 2.51
H -1.30 -2.33 5.00
H 0.12 -1.32 5.42
H 0.00 -2.05 3.76
H 0.30 0.73 5.38
H 0.05 1.67 3.86
H -1.12 1.82 5.24
*
```

## Properties
LUMO energy (alpha / beta) = -6.07 / -6.53 eV
HOMO energy (alpha / beta) = -14.637 / -14.591 eV
orbital gap (alpha / beta) = 8.57 / 8.06 eV

No. 5
This record from the Open Molecules 2025 dataset describes 2 unconnected molecules or ions with the total composition C4H11N2 at a distorted geometry. The level of theory is the ωB97M-V functional and the def2-TZVPD basis.

ORCA input file:
```
! wB97M-V def2-TZVPD RIJCOSX def2/J DEFGRID3
* xyz 2 2
C 2.52 1.00 0.22
C 1.15 0.59 -0.30
C -0.03 0.73 0.42
C -1.30 1.18 0.03
N -2.59 1.13 0.71
N 0.12 -3.59 -0.99
H 3.20 0.18 0.38
H 2.38 1.49 1.29
H 1.00 0.47 -1.30
H 0.71 -3.21 -0.27
H 0.03 0.49 1.47
H -1.47 1.59 -0.99
H -3.11 0.29 0.54
H -2.57 1.44 1.69
H -0.72 -4.01 -0.64
H 3.10 1.58 -0.56
H 0.59 -4.10 -1.84
*
```

## Properties
LUMO energy (alpha / beta) = -9.88 / -13.41 eV
energy above the lowest of the compared OMol25 structures with the same formula, charge and spin = 99.47 kcal per mole
HOMO energy (alpha / beta) = -17.389 / -17.381 eV
orbital gap (alpha / beta) = 7.51 / 3.97 eV

No. 6
This record from the Open Molecules 2025 dataset describes 2 unconnected molecules or ions with the total composition C2H4Br2S at a distorted geometry. The level of theory is the ωB97M-V functional and the def2-TZVPD basis.

ORCA input file:
```
! wB97M-V def2-TZVPD RIJCOSX def2/J DEFGRID3
* xyz 0 1
C -1.13 0.81 -1.28
C 1.21 -0.93 1.47
S -1.31 0.50 0.46
Br 2.41 0.28 0.67
Br 1.18 -2.69 1.08
H -1.30 -0.24 -1.68
H -0.14 1.38 -1.45
H -1.89 1.43 -1.74
H 0.98 -0.55 2.49
*
```

## Properties
LUMO energy (alpha / beta) = -2.19 / -2.19 eV
energy above the lowest of the compared OMol25 structures with the same formula, charge and spin = 75.97 kcal per mole
HOMO energy (alpha / beta) = -7.960 / -7.961 eV
orbital gap (alpha / beta) = 5.77 / 5.77 eV

No. 7
This record from the Open Molecules 2025 dataset describes a molecular structure, C48H120F2N9O20S2Sn at a distorted geometry. The level of theory is the ωB97M-V functional and the def2-TZVPD basis.

ORCA input file:
```
! wB97M-V def2-TZVPD RIJCOSX def2/J DEFGRID3
* xyz 1 1
Sn -2.24 4.25 -2.00
N -1.85 1.47 -1.18
S -1.83 0.61 0.03
O -0.63 -0.08 0.47
O -3.15 0.06 0.39
F -1.83 1.89 0.97
S -1.35 0.21 -2.19
O -1.84 -1.16 -2.02
O -0.04 0.35 -2.77
F -2.31 0.78 -3.37
C -2.82 -3.34 -0.36
O -2.82 -4.59 0.35
C -1.68 -4.82 1.14
C -1.66 -6.30 1.58
N -2.94 -6.74 2.23
C -3.11 -6.20 3.60
C -1.91 -6.44 4.61
O -0.84 -5.53 4.22
C 0.26 -5.46 5.24
H -3.11 -2.49 0.25
H -3.61 -3.50 -1.09
H -1.83 -3.13 -0.78
H -1.71 -4.09 1.95
H -0.75 -4.66 0.59
H -0.76 -6.64 2.10
H -1.53 -6.86 0.65
H -3.61 -6.22 1.68
H -3.97 -6.75 3.99
H -3.48 -5.18 3.69
H -1.58 -7.47 4.57
H -2.23 -6.14 5.61
H 0.96 -4.65 5.07
H 0.78 -6.42 5.22
H -0.14 -5.37 6.26
C 3.46 12.01 6.47
O 3.62 10.60 6.36
C 2.57 9.96 5.69
C 2.96 8.51 5.61
N 2.08 7.92 4.61
C 2.54 6.60 4.20
C 1.53 5.90 3.25
O 0.45 5.25 3.95
C -0.56 4.72 3.07
H 4.25 12.41 7.11
H 2.54 12.23 7.01
H 3.64 12.49 5.51
H 2.54 10.41 4.70
H 1.61 10.17 6.16
H 2.72 7.90 6.49
H 3.99 8.47 5.27
H 1.13 7.73 4.88
H 2.76 6.02 5.10
H 3.47 6.75 3.65
H 2.03 5.11 2.69
H 1.16 6.66 2.57
H -0.19 3.95 2.39
H -1.09 5.52 2.56
H -1.39 4.20 3.54
C 3.33 -2.75 -9.79
O 1.94 -2.90 -9.94
C 1.35 -4.02 -9.42
C -0.15 -3.89 -9.67
N -0.89 -3.30 -8.51
C -1.10 -4.17 -7.34
C -2.06 -3.41 -6.35
O -1.94 -4.02 -5.03
C -2.99 -3.54 -4.23
H 3.64 -2.84 -8.74
H 3.65 -1.74 -10.04
H 3.93 -3.42 -10.42
H 1.55 -4.14 -8.36
H 1.67 -4.97 -9.85
H -0.59 -4.86 -9.89
H -0.44 -3.30 -10.54
H -1.77 -2.88 -8.76
H -0.17 -4.38 -6.81
H -1.37 -5.17 -7.68
H -3.08 -3.52 -6.71
H -1.90 -2.33 -6.36
H -3.97 -3.80 -4.61
H -2.88 -2.47 -4.10
H -2.89 -4.00 -3.24
C -8.60 -2.04 5.96
O -7.22 -1.81 5.73
C -6.37 -2.74 6.37
C -4.85 -2.33 6.08
N -3.95 -3.24 6.82
C -2.55 -2.83 6.61
C -2.07 -2.57 5.18
O -2.47 -1.21 4.79
C -2.05 -0.83 3.50
H -8.87 -1.99 7.01
H -8.95 -2.97 5.51
H -9.20 -1.27 5.48
H -6.55 -3.75 6.00
H -6.51 -2.74 7.45
H -4.77 -1.26 6.26
H -4.74 -2.52 5.01
H -4.17 -3.40 7.79
H -1.98 -3.63 7.09
H -2.32 -1.93 7.18
H -2.45 -3.36 4.53
H -0.98 -2.63 5.10
H -2.39 -1.56 2.76
H -0.97 -0.82 3.36
H -2.32 0.20 3.31
C 0.90 -2.71 -3.38
O 1.76 -1.87 -2.63
C 1.86 -2.12 -1.26
C 2.10 -0.84 -0.47
N 3.50 -0.42 -0.77
C 3.88 0.62 0.20
C 5.22 1.29 -0.19
O 5.12 1.85 -1.48
C 6.19 2.69 -1.75
H 1.31 -3.72 -3.38
H 0.77 -2.43 -4.43
H -0.13 -2.88 -3.07
H 2.44 -3.01 -1.03
H 0.86 -2.41 -0.93
H 1.97 -1.07 0.59
H 1.47 0.00 -0.78
H 4.15 -1.19 -0.79
H 4.04 0.17 1.18
H 3.07 1.32 0.37
H 6.01 0.53 -0.22
H 5.45 2.01 0.59
H 7.11 2.10 -1.80
H 6.35 3.41 -0.95
H 5.93 3.20 -2.68
C 0.72 -0.75 -6.41
O 1.92 -0.04 -6.19
C 2.87 -0.04 -7.23
C 3.84 1.21 -7.17
N 4.65 1.08 -6.03
C 5.72 2.07 -6.00
C 5.28 3.55 -5.63
O 4.40 3.72 -4.48
C 4.26 5.08 -4.08
H 0.30 -0.30 -7.31
H 0.04 -0.65 -5.57
H 0.93 -1.80 -6.63
H 2.41 0.00 -8.22
H 3.37 -1.01 -7.24
H 3.15 2.04 -7.04
H 4.49 1.25 -8.04
H 4.88 0.12 -5.81
H 6.20 2.06 -6.98
H 6.40 1.76 -5.20
H 4.92 4.08 -6.51
H 6.17 4.16 -5.48
H 3.79 5.68 -4.86
H 5.25 5.41 -3.76
H 3.76 5.12 -3.12
C 1.65 1.53 2.93
O 2.66 0.77 3.61
C 2.29 -0.57 3.73
C 3.27 -1.16 4.82
N 2.97 -2.55 5.12
C 3.94 -2.97 6.13
C 3.78 -4.44 6.45
O 4.07 -5.05 5.12
C 4.06 -6.49 5.13
H 1.18 1.07 2.07
H 2.10 2.48 2.62
H 0.75 1.67 3.52
H 2.39 -1.14 2.81
H 1.28 -0.72 4.12
H 3.23 -0.60 5.76
H 4.32 -1.18 4.53
H 3.07 -3.10 4.28
H 3.78 -2.41 7.06
H 4.95 -2.82 5.77
H 2.84 -4.74 6.92
H 4.52 -4.67 7.21
H 4.79 -6.76 5.89
H 4.25 -6.84 4.12
H 3.08 -6.86 5.43
C -4.40 4.28 1.77
O -4.30 3.55 0.51
C -5.53 2.96 0.22
C -5.57 2.39 -1.19
N -5.32 3.49 -2.15
C -5.28 2.86 -3.49
C -5.15 3.86 -4.67
O -3.82 4.35 -4.79
C -3.62 4.90 -6.07
H -4.81 3.85 2.68
H -5.10 5.12 1.69
H -3.42 4.73 1.96
H -6.40 3.59 0.39
H -5.74 2.19 0.96
H -6.50 1.85 -1.33
H -4.80 1.62 -1.19
H -6.11 4.12 -2.07
H -6.15 2.21 -3.55
H -4.44 2.19 -3.67
H -5.84 4.68 -4.48
H -5.52 3.37 -5.56
H -3.70 4.14 -6.85
H -2.64 5.38 -6.11
H -4.35 5.71 -6.14
*
```

## Properties
LUMO energy = -7.21 eV
energy above the lowest of the compared OMol25 structures with the same formula, charge and spin = 116.48 kcal per mole
HOMO energy = -9.341 eV
orbital gap = 2.13 eV

No. 8
This record from the Open Molecules 2025 dataset describes a molecular structure, C25H43FN2O3STa at a distorted geometry. The level of theory is the ωB97M-V functional and the def2-TZVPD basis.

ORCA input file:
```
! wB97M-V def2-TZVPD RIJCOSX def2/J DEFGRID3
* xyz -1 1
C -4.91 0.57 3.88
C -4.06 -0.35 4.81
C -2.75 0.28 5.30
C -2.05 -0.70 6.27
C -0.88 -1.57 5.71
C -0.77 -1.75 4.17
C 0.24 -0.71 3.59
C 1.65 -1.29 3.39
C 2.07 -1.70 1.96
C 2.11 -0.53 0.91
C 1.62 -1.07 -0.46
Ta 1.41 0.52 -2.11
C 1.21 2.05 -3.83
C 0.04 1.81 -4.82
C -0.20 3.08 -5.64
O -0.36 3.03 -6.84
O -0.21 4.32 -5.01
N 2.34 2.10 -0.90
C 1.61 2.63 -0.12
S 0.72 3.23 1.05
O 3.18 -0.12 -2.96
C 4.27 -0.28 -2.05
C 4.79 -1.73 -2.10
C -0.68 1.04 -1.29
C -1.27 2.22 -1.70
C -2.52 2.54 -1.23
C -3.14 1.65 -0.39
C -2.47 0.50 -0.06
N -1.26 0.17 -0.46
C 0.34 -1.12 -3.34
F -1.03 -0.86 -3.56
C 1.09 -1.44 -4.66
C 0.15 -1.94 -5.77
H -5.89 0.77 4.30
H -5.09 0.03 2.95
H -4.37 1.49 3.64
H -3.92 -1.32 4.33
H -4.68 -0.53 5.70
H -2.11 0.67 4.50
H -3.05 1.15 5.90
H -2.82 -1.38 6.65
H -1.61 -0.09 7.06
H -1.01 -2.57 6.13
H 0.09 -1.20 6.03
H -1.72 -1.74 3.64
H -0.34 -2.74 3.96
H 0.31 0.13 4.29
H -0.19 -0.29 2.67
H 1.79 -2.14 4.08
H 2.37 -0.52 3.70
H 3.10 -2.09 2.05
H 1.46 -2.52 1.58
H 3.15 -0.20 0.90
H 1.49 0.27 1.32
H 0.70 -1.64 -0.28
H 2.37 -1.81 -0.78
H 2.14 2.07 -4.40
H 1.11 3.04 -3.36
H -0.92 1.58 -4.34
H 0.24 1.04 -5.56
H 0.71 4.61 -4.94
H 5.09 0.34 -2.43
H 4.07 0.07 -1.04
H 3.92 -2.40 -2.18
H 5.35 -1.87 -3.03
H 5.38 -1.95 -1.21
H -0.81 2.95 -2.36
H -3.01 3.46 -1.51
H -4.13 1.91 -0.03
H -2.98 -0.20 0.60
H 0.39 -2.05 -2.76
H 1.84 -2.21 -4.48
H 1.64 -0.55 -5.01
H 0.67 -2.07 -6.72
H -0.64 -1.20 -5.92
H -0.33 -2.87 -5.43
*
```

## Properties
LUMO energy = 2.46 eV
HOMO energy = -4.954 eV
orbital gap = 7.42 eV